[1]
Here is an isolated molecule of C10H19NO4S from OMol25. Energies are from wB97M-V/def2-TZVPD.

Output
gap between HOMO and LUMO: 0.3803 Eh
max |F|: 1.52 eV/Å
LUMO: 0.522 eV
ΔE to the lowest compared entry with this formula, charge and spin: 1.615 eV
net charge: 0
HOMO level: -0.3611 Ha
SMILES: C=CC[C@@H]1NS(=O)(=O)O[C@H](CCCC)[C@@H]1O

Element x y z (Å)
S -1.414 1.410 -0.434
O -2.190 2.593 -0.516
O -1.195 0.687 -1.655
O -0.023 1.743 0.231
O 0.586 -0.943 -0.528
N -2.058 0.444 0.744
C 3.560 -0.356 0.053
C -0.629 -3.986 -0.517
C -1.318 -3.267 0.348
C 4.501 -0.379 -1.146
C 2.862 0.997 0.179
C 1.963 1.115 1.416
C -1.393 -0.839 0.943
C 0.479 0.807 1.190
C 0.136 -0.635 0.752
C -1.949 -1.945 0.035
H 3.946 -0.205 -2.064
H -1.568 -1.115 1.992
H 2.000 2.141 1.786
H 0.101 -0.401 -1.178
H 0.662 -1.332 1.415
H 5.263 0.393 -1.053
H -1.461 -3.615 1.364
H 4.997 -1.343 -1.223
H -3.060 0.379 0.657
H -0.193 -4.933 -0.250
H 4.130 -0.553 0.964
H -0.057 0.991 2.134
H -0.468 -3.648 -1.526
H 3.628 1.774 0.235
H 2.815 -1.141 -0.064
H 2.264 1.188 -0.712
H -1.780 -1.681 -1.009
H 2.325 0.457 2.208
H -3.028 -2.009 0.208

These are the Mulliken partial charges, in e, on atoms 1 to 4: 1.114 -0.713 -0.638 -0.306

[2]
Here is an isolated molecule of C7H10O2 from OMol25. Energies are from wB97M-V/def2-TZVPD.

Output
gap between HOMO and LUMO: 0.3771 Eh
max |F|: 2.50 eV/Å
LUMO: 0.759 eV
ΔE to the lowest compared entry with this formula, charge and spin: 0.691 eV
net charge: 0
HOMO level: -0.3493 Ha
SMILES: C=C(C)CC(=C)C(=O)O

Element x y z (Å)
O 1.735 0.080 2.695
O 3.237 0.181 1.042
C -1.445 -1.585 -1.578
C 0.966 1.628 -0.203
C 0.908 0.435 0.397
C -2.129 0.499 -0.447
C -1.161 -0.624 -0.683
C 0.087 -0.792 0.239
C 1.973 0.210 1.512
H 3.789 0.012 1.833
H 0.262 1.943 -0.960
H 0.732 -1.578 -0.174
H 1.674 2.378 0.145
H -2.379 -1.595 -2.133
H -0.789 -2.437 -1.732
H -3.149 0.217 -0.733
H -1.864 1.376 -1.044
H -2.160 0.780 0.610
H -0.285 -1.126 1.214

These are the Mulliken partial charges, in e, on atoms 1 to 4: -0.564 -0.444 -1.114 -0.957

[3]
Here is an isolated molecule of C6H12O from OMol25. Energies are from wB97M-V/def2-TZVPD.

Output
gap between HOMO and LUMO: 0.2860 Eh
max |F|: 0.52 eV/Å
LUMO: 0.809 eV
ΔE to the lowest compared entry with this formula, charge and spin: 4.882 eV
net charge: 0
HOMO level: -0.2562 Ha

Element x y z (Å)
O -0.097 0.896 0.835
C -0.727 -0.431 -0.723
C -1.378 0.349 0.425
C -0.248 2.420 1.259
C 1.846 -0.379 -0.114
C 0.558 0.356 -0.392
C -0.717 -1.938 -0.531
H 1.714 -1.152 0.648
H -0.097 -2.446 -1.276
H -0.355 -2.212 0.466
H -2.032 1.177 0.153
H 0.631 2.521 1.914
H 0.037 2.907 0.303
H 0.721 1.207 -1.063
H -1.130 -0.170 -1.705
H -1.738 -2.321 -0.626
H 2.630 0.309 0.215
H -1.807 -0.228 1.248
H 2.187 -0.864 -1.037

These are the Mulliken partial charges, in e, on atoms 1 to 4: -0.178 0.453 -0.500 -0.855